C2H4LiO2Sc | ωB97M-V/def2-TZVPD

Cartesian coordinates (Å):
O  2.499913  0.184714  0.364871
C  -2.230257  0.829698  -0.936705
C  -2.146444  -0.485401  -1.566221
O  -1.300631  -0.163242  -0.442510
Li  4.010967  0.883900  0.043221
Sc  0.710676  -0.233174  -0.006105
H  -1.762285  1.694883  -1.407358
H  -3.047180  1.036459  -0.245494
H  -1.617645  -0.592321  -2.513995
H  -2.895535  -1.241302  -1.330763

Atomic forces in eV per Å
O -5.36 -1.01 -1.28
C -1.10 0.68 -0.40
C -0.99 -0.16 -0.98
O 1.19 -0.05 0.80
Li 0.96 0.30 0.07
Sc 5.11 0.36 1.67
H -0.10 -0.24 0.07
H 0.23 -0.09 -0.13
H -0.13 0.00 0.22
H 0.19 0.20 -0.04

HOMO energy (alpha / beta): -0.7164 / -0.7164 hartree
energy above the lowest of the compared OMol25 structures with the same formula, charge and spin: 0.129 eV
net charge: +2
LUMO (alpha / beta): -10.0 / -10.0 eV
Kohn-Sham gap (alpha / beta): 9.5 / 9.5 eV

---

C14H24InN4O5 | ωB97M-V/def2-TZVPD

Cartesian coordinates (Å):
O  1.114123  -1.205101  -3.207384
H  1.378814  -1.321860  -4.135848
In  0.561143  -0.014929  -0.001151
N  1.168498  1.864693  1.020389
N  1.149307  1.463366  -1.557619
O  1.180263  2.291825  2.374640
O  0.828117  1.357989  -2.914391
C  1.693912  2.811853  0.260629
C  1.624495  2.641966  -1.152974
C  2.189807  3.973683  1.020965
C  1.978219  3.719282  -2.111980
H  2.889372  3.660989  1.803602
H  1.369689  4.522388  1.500574
H  2.711795  4.674691  0.365054
H  1.496329  3.548008  -3.076338
H  3.062954  3.749974  -2.273152
H  1.670977  4.699789  -1.729830
H  0.688121  1.631711  2.897969
H  0.941015  0.373664  -3.122682
O  -1.595176  1.141879  -0.381515
H  -2.030285  1.570089  0.379426
H  -1.615158  1.809077  -1.093339
C  2.224055  -1.571894  -2.320013
H  1.963677  -2.515498  -1.812140
H  2.389166  -0.767041  -1.572791
H  3.143633  -1.709993  -2.910940
O  2.655757  -1.226137  1.458889
H  3.388375  -0.718207  1.855325
H  2.455094  -1.928383  2.102065
N  -0.752436  -1.510196  -1.284390
C  -1.858550  -1.976321  -0.492974
C  -2.957120  -2.559043  -1.092861
C  -4.013331  -3.013737  -0.280248
C  -3.947242  -2.920945  1.098338
C  -2.834427  -2.316635  1.738514
C  -2.733429  -2.119444  3.125110
C  -1.656766  -1.426489  3.644879
C  -0.683954  -0.896699  2.790107
N  -0.771189  -1.060192  1.455723
C  -1.785638  -1.811277  0.903003
H  -0.115125  -2.269182  -1.541728
H  -1.033126  -1.103947  -2.178971
H  -2.987555  -2.664624  -2.180196
H  -4.886165  -3.452794  -0.759809
H  -4.756702  -3.299239  1.725304
H  -3.520960  -2.514699  3.763119
H  -1.561448  -1.262195  4.714917
H  0.179078  -0.350213  3.186720

Atomic forces in eV per Å
O 0.68 -0.39 -0.22
H -0.01 -0.13 0.51
In 1.87 0.75 -0.11
N -1.93 -0.71 0.41
N -1.78 0.24 0.89
O -0.02 -1.07 0.52
O 0.53 -0.87 -0.50
C -0.25 0.07 -0.67
C 0.04 -0.07 0.80
C 0.99 1.34 -0.62
C 0.55 0.30 -0.24
H -0.14 0.14 -0.16
H 0.16 -0.18 -0.02
H -0.02 -0.05 0.07
H 0.09 0.04 0.18
H -0.11 0.12 -0.12
H 0.07 -0.24 -0.05
H 0.25 0.32 -0.67
H -0.19 1.36 0.39
O -0.53 0.51 0.11
H 0.28 -0.22 -0.41
H 0.26 -0.33 0.32
C 0.46 -0.12 -0.58
H 0.22 0.35 -0.13
H -0.12 -0.65 -0.66
H -0.35 -0.05 0.22
O 0.33 -0.29 0.74
H -0.31 -0.19 -0.20
H 0.24 0.17 -0.22
N 0.05 -0.03 -0.36
C -0.23 -0.26 -1.02
C 0.47 0.22 0.65
C -0.28 -0.14 0.51
C -0.15 -0.17 -0.30
C 0.30 0.12 -1.17
C 0.35 0.23 0.28
C -0.30 -0.24 0.33
C -0.48 -0.52 -1.43
N -0.40 -0.11 1.19
C -0.33 0.53 1.37
H -0.30 0.20 0.24
H -0.11 -0.05 0.32
H -0.04 0.03 0.39
H 0.16 0.06 0.20
H 0.18 0.08 -0.26
H 0.19 0.13 -0.01
H -0.04 -0.07 -0.19
H -0.32 -0.17 -0.32

HOMO energy (alpha / beta): -0.2719 / -0.2719 hartree
energy above the lowest of the compared OMol25 structures with the same formula, charge and spin: 1.030 eV
net charge: +1
LUMO (alpha / beta): -3.8 / -3.8 eV
Kohn-Sham gap (alpha / beta): 3.6 / 3.6 eV

---

C7H11Cl2PS | ωB97M-V/def2-TZVPD

Cartesian coordinates (Å):
C  -0.352671  0.420664  -1.311474
C  -0.980047  -0.416613  0.864021
C  0.979849  -0.428367  -1.247850
C  0.351022  -1.246757  0.919319
C  0.823250  1.088144  0.754661
C  -0.562743  0.889070  0.161891
C  1.333454  -0.246395  0.235597
P  3.292351  -0.666413  0.551393
S  4.068497  -2.302282  -0.138563
Cl  4.089910  1.020864  -0.162399
Cl  3.339120  -0.572725  2.579070
H  -0.300431  1.199816  -1.942467
H  -1.271967  -0.159291  -1.770627
H  -1.776419  -0.826226  0.304574
H  -1.547163  -0.144389  1.870079
H  0.770104  -1.341780  -1.664234
H  1.618193  -0.026879  -1.906963
H  0.845910  -1.344263  1.876421
H  0.367796  -2.267101  0.423802
H  1.529693  1.854633  0.389552
H  0.908581  1.001390  1.956618
H  -1.406296  1.561351  0.287741

Atomic forces in eV per Å
C -1.45 -2.86 1.42
C -0.47 0.79 2.65
C -2.60 2.67 1.93
C 0.87 -0.36 -0.07
C 1.67 -0.13 1.65
C -1.06 -1.31 -0.34
C 1.53 -3.02 -0.59
P -2.77 -0.98 -0.59
S -0.45 0.87 0.25
Cl 0.46 0.48 0.05
Cl 0.28 0.31 0.08
H 0.74 3.01 -2.22
H 1.68 0.75 1.37
H -0.58 -1.02 -0.76
H 1.75 -0.79 -1.48
H -0.20 -2.82 0.08
H 2.77 1.88 -2.22
H -0.91 -0.41 0.85
H -0.29 1.32 0.55
H -0.93 0.25 0.17
H -0.53 0.61 -2.75
H 0.50 0.75 -0.03

SMILES: S=P(Cl)(Cl)[C@]12CC[C@H](CC1)C2
HOMO energy: -0.3431 hartree
energy above the lowest of the compared OMol25 structures with the same formula, charge and spin: 0.000 eV
LUMO: 0.3 eV
Kohn-Sham gap: 9.6 eV

---

C14H12O5 | ωB97M-V/def2-TZVPD

Cartesian coordinates (Å):
O  3.134378  -4.168795  -0.295534
O  4.140259  0.461937  -0.249278
O  0.550928  -3.651242  -0.544050
O  2.190235  1.880677  1.008287
O  -2.137272  2.662649  0.528653
C  2.843880  -2.947744  -0.170393
C  3.812696  -1.830670  -0.029235
C  3.262259  -0.582242  -0.065068
C  1.424901  -2.615177  -0.426329
C  -0.813680  2.360675  0.890276
C  -0.425968  -1.092410  -0.467534
C  1.259405  0.956124  0.423122
C  1.807154  -0.259510  0.104058
C  -0.880409  0.168089  -0.146840
C  0.950365  -1.327888  -0.292615
C  -0.138850  1.181499  0.387729
C  -4.282946  1.937158  -0.052880
C  -2.359410  0.289427  -0.105444
C  -2.818489  1.775347  -0.362986
H  3.685499  1.148707  -0.762160
H  1.050552  -4.472692  -0.652720
H  2.644997  1.401121  1.613916
H  4.870611  -1.947193  0.054118
H  -0.234470  3.175984  1.331851
H  -1.170125  -1.914580  -0.473474
H  -4.550543  1.491639  0.891549
H  -4.864916  1.434123  -0.849932
H  -4.557992  2.973126  0.059369
H  -2.750072  -0.163457  0.888474
H  -2.970644  -0.297493  -0.807078
H  -2.672335  1.972811  -1.427852

Atomic forces in eV per Å
O -0.04 2.05 0.60
O -0.39 -0.19 -0.01
O 0.15 0.55 -0.39
O -4.37 2.02 -3.60
O 2.79 -0.01 0.93
C 0.62 -1.96 -0.98
C -2.71 0.25 0.18
C 0.67 0.61 0.48
C 0.03 0.85 1.24
C 0.27 -1.97 -2.92
C -1.37 1.77 1.50
C 3.46 -0.24 1.74
C 0.94 0.09 -1.49
C -2.67 -4.75 -1.96
C 0.26 -2.83 -0.53
C -0.56 5.21 1.83
C -0.45 -0.43 -0.53
C -2.17 0.85 1.07
C -0.26 -2.11 1.35
H 0.13 -0.02 0.47
H 0.48 0.07 0.08
H 2.44 -2.17 2.80
H 0.40 -0.29 -0.38
H -0.64 -0.25 0.10
H 0.79 0.60 -0.72
H 0.08 -0.41 0.37
H 0.10 0.46 0.41
H -0.11 0.47 -0.45
H 0.57 1.34 -1.07
H 0.90 -0.09 -0.30
H 0.66 0.53 0.16

SMILES: C[C@@H]1Cc2cc3c(c(O)c2=CO1)C(O)=CC(=O)C=3O
HOMO energy: -0.2597 hartree
energy above the lowest of the compared OMol25 structures with the same formula, charge and spin: 3.661 eV
LUMO: -1.4 eV
Kohn-Sham gap: 5.7 eV

---

C5H7N | ωB97M-V/def2-TZVPD

Cartesian coordinates (Å):
C  -1.581643  -0.341439  -1.976578
C  -0.765514  0.587358  0.178479
C  -1.060414  -0.449901  -0.564410
C  3.170470  -0.683248  1.864246
C  2.371972  0.213436  1.785684
N  -0.401916  1.560926  0.844020
H  -2.677567  -0.369402  -1.998046
H  -1.258075  0.588822  -2.451649
H  -1.217488  -1.175087  -2.583909
H  -0.955711  -1.429479  -0.105711
H  3.880519  -1.477808  1.927054
H  1.644526  0.995892  1.682066
H  -1.149161  1.979929  1.398754

Atomic forces in eV per Å
C -0.04 0.03 -0.11
C 0.02 0.18 0.15
C 0.07 0.17 0.17
C -0.34 0.38 -0.03
C 0.36 -0.39 0.00
N -0.26 -0.44 -0.31
H 0.16 -0.03 -0.01
H -0.06 -0.12 0.08
H -0.02 0.13 0.09
H -0.02 0.15 -0.01
H -0.11 0.13 0.01
H 0.17 -0.17 0.01
H 0.04 -0.02 -0.04

SMILES: CC=C=N.C#C
HOMO energy: -0.3296 hartree
energy above the lowest of the compared OMol25 structures with the same formula, charge and spin: 3.558 eV
LUMO: 0.9 eV
Kohn-Sham gap: 9.9 eV

---

CH6N2S2 | ωB97M-V/def2-TZVPD

Cartesian coordinates (Å):
S  1.364262  1.491516  0.513564
S  -0.349945  2.085090  -0.570942
H  0.690405  0.579355  1.198306
H  0.265956  1.749318  -1.712115
N  -0.501104  -1.998550  -0.947267
C  -1.041460  -2.300150  0.274866
N  -0.722611  -3.320178  0.959073
H  -0.043248  -2.783512  -1.378141
H  -0.366823  -1.037293  -1.190471
H  -1.837422  -1.621891  0.606418
H  -1.047170  -3.153828  1.908264

Atomic forces in eV per Å
S -0.53 0.48 -0.13
S 0.88 -0.17 0.07
H 0.04 -0.44 0.27
H -0.38 0.06 -0.24
N -0.90 -0.93 0.35
C -0.18 0.51 0.18
N 0.65 0.28 0.19
H 0.60 0.49 -0.24
H -0.02 -0.06 -0.37
H 0.48 0.45 0.06
H -0.64 -0.67 -0.15

SMILES: [H]/N=C/N.SS
HOMO energy: -0.3392 hartree
energy above the lowest of the compared OMol25 structures with the same formula, charge and spin: 0.595 eV
LUMO: 0.0 eV
Kohn-Sham gap: 9.2 eV

---

C19H25ClN4O2 | ωB97M-V/def2-TZVPD

Cartesian coordinates (Å):
C  3.878617  2.915231  -0.001252
H  4.573377  2.080929  -0.049036
C  2.539708  2.507082  0.602927
N  1.761824  1.679765  -0.315749
C  0.346844  1.613919  0.042056
C  0.059638  0.664685  1.211444
O  0.511751  0.848767  2.322715
N  -0.729495  -0.379564  0.875718
H  -0.954533  -0.526407  -0.098109
C  -1.049774  -1.491770  1.763540
C  -2.003614  -2.320886  1.059077
N  -2.761875  -2.974071  0.505892
C  -1.668832  -1.043652  3.115370
C  -0.700569  -1.538251  4.190350
H  0.070136  -0.784486  4.351205
H  -1.203606  -1.740216  5.134333
C  -0.074877  -2.784384  3.569960
H  -0.785920  -3.613211  3.583550
H  0.835026  -3.097503  4.078905
C  0.191064  -2.341585  2.136745
H  1.065296  -1.692174  2.105993
H  0.344220  -3.163402  1.438475
H  -2.651545  -1.503656  3.237399
H  -1.789921  0.037130  3.136541
H  0.024098  2.616967  0.330247
H  -0.227832  1.311927  -0.838928
C  2.345148  0.350204  -0.465967
C  1.552939  -0.477872  -1.464962
O  1.158250  -1.603245  -1.239083
N  1.353552  0.165468  -2.636517
H  1.579195  1.149128  -2.656794
C  0.415924  -0.344872  -3.622959
C  -0.995634  -0.023504  -3.198608
C  -1.544004  1.227728  -3.455340
C  -2.798558  1.562236  -2.978431
C  -3.510286  0.636569  -2.230648
C  -2.983177  -0.617891  -1.966521
C  -1.726585  -0.939781  -2.450554
H  -1.307891  -1.912476  -2.239246
H  -3.541071  -1.335457  -1.385494
Cl  -5.071051  1.053920  -1.618461
H  -3.222613  2.532825  -3.181471
H  -0.987366  1.948955  -4.036246
H  0.652661  0.101545  -4.590084
H  0.556033  -1.426935  -3.670900
H  3.360885  0.464080  -0.852402
H  2.400342  -0.202330  0.484634
H  1.956292  3.410804  0.791955
H  2.698233  2.001481  1.565743
H  3.731178  3.307844  -1.004388
H  4.328396  3.690393  0.613373

Atomic forces in eV per Å
C -0.23 -0.08 0.13
H 0.12 -0.05 -0.02
C 0.30 0.18 -0.05
N -0.09 -0.07 0.03
C 0.03 -0.02 0.05
C -0.28 0.12 -0.57
O 0.22 -0.01 0.46
N -0.32 -0.19 -0.20
H 0.11 0.16 0.03
C 0.62 0.47 0.32
C -0.15 -0.08 -0.18
N -0.38 -0.36 -0.29
C -0.06 0.14 0.32
C -0.05 -0.05 0.05
H 0.00 0.01 0.04
H 0.00 0.04 0.05
C 0.05 0.10 0.01
H 0.00 -0.07 0.04
H 0.00 -0.09 0.01
C 0.12 -0.20 0.06
H -0.03 0.03 -0.03
H 0.04 0.08 -0.04
H 0.05 0.04 -0.01
H -0.06 -0.03 -0.04
H -0.04 -0.10 -0.02
H -0.04 0.03 0.06
C 0.04 0.02 0.15
C 0.39 0.37 -0.05
O -0.13 -0.38 0.06
N 0.10 0.11 -0.35
H 0.01 0.00 0.12
C -0.07 -0.15 0.15
C 0.04 -0.03 -0.07
C 0.00 -0.17 0.01
C -0.08 0.02 0.07
C 0.23 -0.05 -0.07
C -0.15 0.08 0.03
C 0.00 0.03 -0.11
H 0.05 -0.12 0.02
H -0.07 -0.05 0.05
Cl -0.19 0.05 0.06
H -0.07 0.09 0.00
H 0.06 0.10 -0.08
H -0.01 -0.08 0.05
H -0.01 0.13 -0.13
H -0.03 -0.07 0.06
H -0.05 -0.01 -0.12
H -0.01 -0.08 0.07
H -0.09 0.08 -0.03
H 0.02 0.06 -0.11
H 0.12 0.05 0.05

SMILES: CCN(CC(=O)NCc1ccc(Cl)cc1)CC(=O)NC1(C#N)CCCC1
HOMO energy: -0.3297 hartree
energy above the lowest of the compared OMol25 structures with the same formula, charge and spin: 0.000 eV
LUMO: 0.6 eV
Kohn-Sham gap: 9.6 eV

---

C7H19N5 | ωB97M-V/def2-TZVPD

Cartesian coordinates (Å):
C  -1.559594  -0.312948  -0.020144
C  -1.116900  0.749488  -0.644963
C  -0.383944  -1.190120  0.310830
C  -0.258859  -1.658166  1.811216
C  2.129246  2.307913  0.658593
C  0.718039  1.903643  0.681374
C  1.713320  -1.251463  -0.834719
N  0.753203  -0.446682  0.021426
N  -1.708922  1.782527  -1.277560
N  1.138036  -1.903668  -2.002761
N  0.294896  0.876544  -0.438707
N  -2.896449  -0.738059  0.284523
H  -0.512569  -2.108072  -0.282263
H  -0.464571  -0.792963  2.464758
H  0.803062  -1.785520  1.917801
H  -0.703882  -2.626905  2.178491
H  2.189569  3.307003  1.005729
H  2.673794  1.785220  1.347154
H  2.689790  2.167854  -0.286352
H  0.161373  2.786160  0.582526
H  0.456030  1.297276  1.636409
H  1.931135  -2.016194  -0.147874
H  2.538799  -0.532048  -0.978919
H  -2.682814  1.881241  -1.548289
H  -1.132891  2.669793  -1.216467
H  1.238939  -2.937652  -2.186481
H  1.207694  -1.338924  -2.841406
H  0.739034  1.060017  -1.319127
H  -2.970058  -1.144812  1.239657
H  -3.225429  -1.688864  -0.215463
H  -3.759080  -0.101628  0.101019

Atomic forces in eV per Å
C -2.87 -7.75 4.66
C 2.58 6.73 -4.99
C -3.40 -1.91 2.16
C -0.27 0.04 0.30
C 0.79 0.01 -1.65
C -0.60 -2.67 1.14
C -0.81 0.76 -1.34
N 1.36 0.71 -1.10
N 0.96 2.27 0.20
N 0.08 0.28 0.09
N 0.52 -0.09 1.32
N -2.35 -1.98 -0.55
H 0.39 0.04 -0.44
H -0.29 -0.52 -0.02
H 0.53 -0.30 0.17
H -0.07 1.17 -0.72
H 0.17 1.20 -0.13
H 1.48 -1.66 1.79
H -0.59 0.43 0.16
H -1.58 0.87 -0.32
H 0.22 1.36 -1.60
H 1.02 -0.83 0.93
H 0.00 -0.77 -0.31
H 0.34 -0.16 0.12
H -1.51 -1.11 -0.54
H 0.22 1.93 0.62
H 0.08 -0.55 -0.04
H 0.63 0.58 -0.74
H 0.02 0.86 0.16
H 0.89 1.87 0.11
H 2.04 -0.80 0.56

<S²>: 2.01
HOMO energy (alpha / beta): -0.4701 / -0.6065 hartree
2S+1: 3
energy above the lowest of the compared OMol25 structures with the same formula, charge and spin: 3.325 eV
net charge: +2
LUMO (alpha / beta): -7.0 / -10.1 eV
Kohn-Sham gap (alpha / beta): 5.8 / 6.4 eV